Formula: C20H58N4O8
Source: the OMol25 dataset
Level of theory: ωB97M-V with the def2-TZVPD basis set

Last column: Mulliken charge in e.
Cartesian coordinates (Å):
C  0.249  -2.531  2.859  -0.13
O  1.456  -1.977  2.320  -0.62
H  -0.366  -2.858  2.021  -0.10
H  0.505  -3.336  3.548  0.41
H  -0.308  -1.783  3.422  0.06
H  1.189  -1.339  1.655  0.24
C  -4.068  -2.468  2.128  -0.26
O  -4.513  -1.506  2.981  -0.53
H  -3.982  -1.932  1.183  -0.13
H  -3.074  -2.775  2.453  0.20
H  -4.771  -3.284  1.958  0.42
H  -4.955  -1.893  3.740  0.30
C  4.785  2.262  3.577  -1.55
C  4.152  2.947  2.411  0.27
C  3.905  1.973  1.200  0.00
O  5.105  1.360  0.739  -0.42
C  4.815  0.391  -0.307  -0.51
N  2.954  3.620  2.895  -0.66
H  5.033  2.858  4.456  0.41
H  5.753  1.884  3.248  0.37
H  4.168  1.464  3.990  0.26
H  4.805  3.707  1.982  0.48
H  3.367  2.557  0.454  0.29
H  3.220  1.167  1.466  -0.12
H  5.715  -0.094  -0.685  0.38
H  4.308  0.823  -1.170  0.15
H  4.283  -0.447  0.144  0.20
H  2.599  4.145  2.108  0.30
H  2.356  2.809  2.968  0.16
C  -0.863  -3.323  -1.226  -0.98
C  -1.800  -2.511  -2.158  1.32
C  -2.380  -3.306  -3.331  -1.18
O  -1.360  -3.794  -4.177  -0.27
C  -1.856  -4.474  -5.324  -0.95
N  -2.840  -1.870  -1.366  -0.09
H  -0.240  -2.697  -0.587  0.09
H  -0.227  -3.992  -1.806  0.47
H  -1.479  -3.989  -0.622  0.51
H  -1.197  -1.703  -2.574  -0.56
H  -3.081  -2.694  -3.898  0.52
H  -2.996  -4.099  -2.906  0.50
H  -1.825  -3.825  -6.199  0.34
H  -2.864  -4.884  -5.273  0.37
H  -1.268  -5.333  -5.646  0.31
H  -2.340  -1.461  -0.590  0.18
H  -3.426  -2.560  -0.918  0.51
C  -0.057  1.505  -3.760  -1.57
C  0.713  0.236  -3.576  1.51
C  1.416  -0.087  -4.952  -1.02
O  2.098  -1.290  -4.985  -0.43
C  1.225  -2.376  -4.852  -0.66
N  1.597  0.380  -2.452  -0.46
H  0.599  2.327  -4.046  0.43
H  -0.607  1.832  -2.877  0.31
H  -0.819  1.513  -4.539  0.44
H  0.062  -0.598  -3.312  -0.99
H  2.118  0.666  -5.311  0.37
H  0.664  -0.060  -5.740  0.50
H  0.904  -2.692  -3.860  0.17
H  1.758  -3.190  -5.344  0.35
H  0.296  -2.251  -5.408  0.34
H  2.123  1.218  -2.656  0.29
H  2.334  -0.270  -2.686  0.36
C  -2.922  2.372  4.548  -1.64
C  -2.361  2.090  3.152  0.12
C  -1.176  3.007  2.780  -0.32
O  -1.828  4.235  2.782  -0.38
C  -0.896  5.233  2.450  -0.80
N  -1.954  0.708  3.290  -0.40
H  -2.244  2.328  5.400  0.43
H  -3.786  1.732  4.724  0.45
H  -3.341  3.378  4.577  0.40
H  -3.123  2.310  2.404  0.32
H  -0.855  2.741  1.773  0.07
H  -0.272  2.950  3.387  0.29
H  -1.423  6.159  2.681  0.31
H  -0.616  5.249  1.397  0.28
H  0.002  5.226  3.068  0.34
H  -1.537  0.682  4.209  0.34
H  -2.777  0.139  3.423  0.14
C  0.463  0.715  0.484  -0.89
C  -0.920  0.313  0.029  0.38
O  -1.488  -0.679  0.880  -0.16
O  1.396  -0.229  0.129  -0.40
H  0.477  0.943  1.550  0.86
H  0.655  1.654  -0.035  0.47
H  -0.955  -0.048  -0.998  -0.30
H  -1.641  1.115  0.190  0.05
H  -1.345  -0.328  1.762  -0.11
H  1.399  -0.084  -0.820  0.22

Force components x, y, z for each atom (eV/Å):
0.6771 0.4623 -0.3145
-0.4573 -0.4166 0.7024
-0.2868 -0.4233 0.2095
0.0041 -0.0738 -0.2759
-0.1470 0.1290 0.1162
0.3137 0.0496 -0.3622
0.6839 -0.3842 -1.2444
-1.1434 1.5665 1.6282
0.2969 -0.2064 -0.3272
0.0926 -0.6537 -0.3350
0.1069 -0.2797 0.2622
0.0031 -0.0097 0.0875
1.2623 -0.5775 0.4322
0.8580 0.0699 -0.7084
0.0316 -0.1199 1.1197
-0.4164 0.0050 -1.2023
0.5486 -0.0878 1.1197
-0.0764 -0.6775 -0.8662
-0.3112 0.6808 -0.3278
-0.0963 -0.5555 0.0672
-0.0685 -0.3209 -0.3460
0.3242 0.1213 0.2856
0.2268 0.1792 -0.6603
-0.2870 -0.1616 0.4263
0.4522 0.6286 0.2319
-0.3096 0.1871 0.1397
-0.6625 0.1436 -0.1292
-0.4494 0.3628 -0.1009
-1.0493 0.1048 0.5103
-0.3272 -0.4906 0.9854
-0.3044 1.0116 -2.3314
-0.2671 -0.3210 -0.0581
-0.3871 -0.3353 0.7534
-0.1321 -0.2200 -1.2916
2.6985 -2.8652 0.5136
-0.1764 0.1171 -0.0046
-0.1086 0.3306 -0.5785
0.0386 0.0152 0.2816
0.1503 0.0981 0.0350
0.0243 0.4091 -0.0624
-0.0070 -0.5746 0.0052
-0.1439 0.4046 0.0928
-0.2104 0.3241 0.6483
0.5807 0.0705 0.7581
-0.0185 1.9608 1.2203
-1.5791 -0.1008 -0.3701
-1.0246 1.0113 -0.1694
-0.4263 0.0589 -1.7294
-0.5814 0.7509 0.3476
0.0289 -0.1868 0.7421
0.1505 -1.2015 -1.0436
1.3795 -0.0099 -0.7529
0.2761 0.0296 0.1472
0.2236 -0.1073 0.3285
0.0766 -0.5297 -0.2055
-0.2226 -0.0523 -0.4122
0.2129 0.3678 0.7086
-0.5446 -0.2376 -0.0170
0.4897 0.3225 0.4009
-0.1545 -0.3316 0.3212
-0.0972 0.3746 -0.2280
0.0273 0.8654 0.4950
0.4819 -0.9164 0.5512
-1.4015 1.9996 -0.3049
0.9807 0.1808 1.9760
-1.8889 -1.2865 -0.3116
1.4218 0.5793 -0.1467
-0.7133 1.5310 0.3372
0.7050 -1.2856 -1.1526
0.3977 -0.3422 -0.3088
0.1294 -0.2781 0.0858
0.0115 0.1806 0.1120
-0.0420 -0.5603 -0.0732
0.1115 0.0329 -0.4200
-0.1297 0.0952 0.6622
0.2335 0.2313 -0.2290
-0.0056 -0.2718 -0.1909
0.1091 -0.3239 0.1113
0.5486 -0.3144 0.0411
-0.4016 -0.2580 -0.2258
-0.9477 1.0986 -0.4095
-1.1421 0.4663 1.4814
0.3587 -1.6515 -1.6409
0.3115 -0.7578 1.0957
-0.0111 -0.2679 0.1181
0.2691 0.4461 0.0002
0.2714 0.1828 -0.1378
0.3222 0.8316 -0.8191
-0.5134 0.2867 1.4380
0.7674 -0.3292 -1.3077

Its total energy is -1617.24796 a.u. As for the charge: +1. As for the orbital gap (spin up / spin down): 8.9 / 3.0 eV. As for the HOMO energy (spin up / spin down): -11.40 / -11.40 eV. The spin multiplicity is 2.


Formula: C20H58O9
Source: the OMol25 dataset
Level of theory: ωB97M-V with the def2-TZVPD basis set

Last column: Mulliken charge in e.
Cartesian coordinates (Å):
C  -20.313  2.045  -15.390  -1.24
C  -20.995  2.070  -13.996  0.46
C  -21.855  3.332  -13.728  -1.28
O  -21.718  0.897  -13.962  -0.56
H  -19.654  2.913  -15.431  0.33
H  -21.008  2.180  -16.218  0.39
H  -19.704  1.141  -15.393  0.33
H  -20.266  1.983  -13.191  0.24
H  -22.627  3.546  -14.468  0.30
H  -21.273  4.240  -13.575  0.35
H  -22.393  3.269  -12.782  0.34
H  -22.213  0.783  -14.776  0.35
C  -10.802  -8.079  -10.082  -1.15
C  -11.250  -8.632  -11.422  0.34
C  -12.216  -7.811  -12.184  -1.22
O  -10.202  -8.898  -12.311  -0.54
H  -10.574  -7.015  -10.144  0.28
H  -9.954  -8.676  -9.748  0.31
H  -11.581  -8.218  -9.332  0.35
H  -11.802  -9.558  -11.257  0.31
H  -13.115  -7.821  -11.566  0.32
H  -12.560  -8.197  -13.143  0.28
H  -11.705  -6.858  -12.318  0.37
H  -9.877  -8.036  -12.580  0.35
C  -13.319  6.100  -19.297  -0.93
C  -14.751  5.766  -19.617  -0.20
O  -14.752  4.923  -20.735  -0.52
H  -13.254  6.189  -18.212  0.27
H  -13.072  7.099  -19.656  0.26
H  -12.568  5.350  -19.543  0.31
H  -15.360  6.642  -19.839  0.28
H  -15.288  5.195  -18.859  0.24
H  -15.589  5.073  -21.180  0.30
C  -15.672  4.854  -11.659  -0.96
C  -15.049  5.042  -10.322  -0.30
O  -15.605  6.275  -9.740  -0.52
H  -15.184  5.493  -12.394  0.37
H  -16.758  4.789  -11.585  0.27
H  -15.294  3.872  -11.944  0.29
H  -13.976  5.184  -10.452  0.24
H  -15.184  4.093  -9.802  0.32
H  -15.392  6.929  -10.411  0.30
C  -11.104  -0.517  -9.093  -1.05
C  -9.736  -0.028  -9.539  -0.05
O  -8.732  -0.123  -8.568  -0.51
H  -11.179  -1.591  -9.265  0.27
H  -11.945  -0.216  -9.718  0.32
H  -11.355  -0.276  -8.060  0.32
H  -9.928  0.992  -9.871  0.20
H  -9.320  -0.675  -10.312  0.21
H  -9.062  -0.113  -7.667  0.29
C  -11.601  0.278  -15.705  -0.85
C  -12.883  -0.501  -16.072  -0.22
O  -12.685  -1.836  -16.189  -0.53
H  -10.771  -0.316  -15.320  0.29
H  -11.925  0.940  -14.902  0.24
H  -11.225  0.785  -16.593  0.26
H  -13.318  -0.146  -17.006  0.25
H  -13.694  -0.528  -15.344  0.26
H  -13.228  -2.252  -16.863  0.30
C  -8.546  -1.580  -20.842  -0.96
C  -9.526  -1.269  -21.933  -0.29
O  -9.931  -2.521  -22.430  -0.49
H  -7.699  -2.136  -21.244  0.33
H  -9.035  -2.084  -20.008  0.24
H  -8.121  -0.682  -20.395  0.33
H  -8.922  -0.699  -22.639  0.23
H  -10.396  -0.697  -21.610  0.31
H  -9.134  -2.757  -22.910  0.31
C  -5.943  -3.993  -13.922  -1.04
C  -4.553  -4.665  -13.679  -0.22
O  -3.795  -3.893  -12.749  -0.51
H  -5.906  -2.970  -14.296  0.31
H  -6.560  -3.787  -13.048  0.31
H  -6.576  -4.434  -14.693  0.33
H  -4.146  -4.766  -14.686  0.27
H  -4.649  -5.702  -13.358  0.24
H  -4.259  -3.881  -11.909  0.31
C  -14.043  -7.790  -19.565  -1.00
C  -13.110  -6.723  -20.144  -0.19
O  -13.875  -5.609  -20.604  -0.52
H  -14.453  -8.278  -20.449  0.25
H  -14.818  -7.376  -18.920  0.29
H  -13.505  -8.536  -18.979  0.32
H  -12.610  -7.177  -20.999  0.25
H  -12.324  -6.473  -19.431  0.29
H  -13.219  -5.079  -21.062  0.30

Force components x, y, z for each atom (eV/Å):
0.7592 1.3840 1.5634
-0.0716 1.2319 -1.4887
0.0152 -0.0107 0.5114
-1.3550 -1.5304 1.0110
0.3168 0.0031 -0.2583
-0.1713 -0.4883 0.0938
-0.1925 0.0166 -0.5746
0.2085 0.0725 -0.1238
0.1796 -0.2155 -0.3598
0.3870 -0.0390 -0.4313
-0.0323 -0.5304 0.1105
-0.0399 0.1077 -0.0521
-0.2508 -0.3100 -0.1194
-0.7415 -1.2013 -0.3899
-1.0335 0.7693 0.5620
1.2391 -0.5402 0.0835
0.2645 0.0138 0.0510
0.1731 0.2847 -0.0030
-0.1317 0.1421 -0.0302
0.5909 -0.5749 0.1766
-0.2348 1.0812 0.0103
0.5965 -0.3053 -0.0014
-0.7702 0.5918 -0.1106
0.2993 0.0534 -0.2320
-0.0864 0.7838 1.5269
-0.2714 -0.6094 -0.1048
-0.2096 -0.3607 -1.4460
0.1194 0.1156 0.2289
0.3121 -0.2637 -0.3949
-0.3677 0.0054 -0.4990
0.1950 0.3662 0.2116
0.2827 0.2796 0.7393
0.0271 -0.3197 -0.2594
0.9758 -1.3645 -0.5254
-0.1088 1.4856 -0.1988
0.5266 -1.6287 0.3719
-0.8824 0.5261 -0.1432
0.1209 0.4739 -0.4050
-0.3198 -0.3867 -0.4378
0.1843 -0.0943 0.1781
-0.4183 0.7410 1.1027
-0.0795 0.2444 0.0547
-0.4098 -1.3575 -0.4399
-0.8695 -0.0916 -0.0186
0.6926 0.0965 0.7386
0.2351 -0.3272 0.7103
0.2307 0.8030 -0.1191
0.1415 0.0395 0.0280
0.7708 0.2608 -0.2412
-0.4938 0.4215 -0.5851
-0.2994 0.1518 -0.0786
-1.0181 -0.2327 0.0650
-0.8974 0.9570 0.0202
1.7201 -3.6413 -0.7168
-0.3715 -0.4200 0.0256
0.4949 0.5431 -0.2429
-0.0594 0.3367 0.2582
0.0863 0.6261 -0.0548
0.0461 1.6181 0.6121
0.0007 0.2056 0.0260
0.1616 0.8646 1.3966
0.7233 0.1924 0.7799
-0.2421 0.0636 -1.0414
-0.1269 -0.2870 0.1055
0.1520 -0.4392 -0.1653
0.0715 0.2759 -0.0901
-0.5896 0.2550 -0.6498
0.0759 -0.0680 -0.0229
-0.2446 -0.8714 -0.2995
-0.2323 0.5916 -0.0577
-2.0537 0.6509 -0.1016
0.4377 -0.3136 -0.9470
1.0407 0.1729 -0.2077
0.0646 -0.8139 0.4652
0.1186 -0.7453 0.1933
0.9961 0.5952 0.3291
-0.2343 -0.0306 0.3623
-0.1417 -0.1058 -0.0340
0.3034 0.2513 -0.5357
-0.3117 -0.8602 0.2392
0.5583 -0.2408 0.3651
-0.5577 -0.1940 0.3727
-0.0329 0.1180 -0.2130
0.1744 0.0383 -0.1063
0.2093 -0.0499 -0.1129
-0.0830 0.5126 0.1849
-0.2419 0.4485 -0.1939

Its total energy is -1473.74239 a.u. The calculation puts the energy above the lowest of the compared OMol25 structures with the same formula, charge and spin at 4.696 eV. As for the orbital gap: 10.1 eV. As for the HOMO energy: -9.94 eV. The spin multiplicity is 1. The SMILES is CC(C)O.CC(C)O.CCO.CCO.CCO.CCO.CCO.CCO.CCO.


- What is the formula in the first record?
  C20H58N4O8


- Which value of spin multiplicity does entry 1 give?
  2


- The highest spin multiplicity belongs to which entry?
  C20H58N4O8